(1)
Molecular formula: C32H54AsN4O2S5SbSi3V
Method: DFT, ωB97M-V/def2-TZVPD

```
! RIJCOSX wB97M-V def2-TZVPD def2/J DEFGRID3
* xyz -2 2
V 0.28162 0.51605 0.27649
C -1.08956 -1.33398 3.25237
O -0.20442 -0.37208 2.72228
C 0.65551 0.26392 3.55240
C 0.81447 -0.03383 4.89871
C 1.75465 0.66926 5.64667
C 2.51154 1.66640 5.05558
C 2.31989 1.98696 3.71694
C 1.38874 1.29700 2.96016
N 1.09338 1.61309 1.60452
N 1.54965 2.82365 1.29377
C 1.17859 3.43826 0.15044
C 0.20026 3.04587 -0.77694
O -0.38637 1.86088 -0.63922
C -0.21590 3.87958 -1.84255
C 0.36331 5.08781 -2.04416
C 1.41314 5.53117 -1.17689
C 2.06029 6.76614 -1.39891
C 3.08425 7.18559 -0.59345
C 3.50288 6.37269 0.47460
C 2.88535 5.17279 0.71255
C 1.82145 4.72542 -0.09765
H -1.75649 -0.87464 3.98917
H -0.53955 -2.16026 3.71304
H -1.65699 -1.69398 2.39640
H 0.21815 -0.80799 5.35995
H 1.89021 0.42564 6.69330
H 3.25638 2.20153 5.63032
H 2.88390 2.77037 3.23537
H -0.99481 3.50621 -2.49574
H 0.05581 5.71979 -2.86870
H 1.73745 7.37316 -2.23791
H 3.58213 8.12765 -0.78960
H 4.32859 6.68672 1.10121
H 3.21457 4.52859 1.51398
S 5.62125 -2.16324 -2.03150
As 5.39693 -0.12454 -1.49974
S 3.79108 0.12151 0.09842
S 2.07774 0.44026 -1.08910
S 7.07609 0.92495 -0.78251
C -2.67737 0.51887 -6.15893
Si -3.56022 1.40316 -4.72669
C -5.38721 1.29744 -5.22415
C -3.11945 3.22321 -4.95082
Sb -2.33277 0.27188 -2.68371
Si -3.95450 1.38494 -1.06382
C -5.73636 1.12134 -1.62414
C -3.68054 3.23988 -1.03506
C -3.89568 0.81005 0.71453
Si -3.63311 -1.93629 -2.83624
C -4.17562 -2.59987 -1.16965
C -2.37059 -3.13202 -3.54605
C -5.14481 -2.06067 -3.95011
H -2.88257 0.99706 -7.12240
H -2.99771 -0.52500 -6.22490
H -1.59666 0.50810 -6.00413
H -5.45500 1.49925 -6.29750
H -5.99422 2.04034 -4.70218
H -5.83160 0.32432 -5.02876
H -3.37449 3.51690 -5.97357
H -2.05442 3.40741 -4.79822
H -3.66521 3.87403 -4.26409
H -5.94032 1.65895 -2.54996
H -6.42772 1.48272 -0.85576
H -5.95316 0.06791 -1.80819
H -3.66430 3.67613 -2.03563
H -2.73446 3.49345 -0.55463
H -4.49256 3.70883 -0.47010
H -4.13631 -0.24977 0.81082
H -4.61968 1.40080 1.28661
H -2.90188 0.94314 1.14287
H -3.39577 -2.46928 -0.41874
H -4.39168 -3.66771 -1.27253
H -5.07699 -2.09579 -0.81115
H -1.41707 -3.02108 -3.02505
H -2.19278 -2.92430 -4.60435
H -2.69956 -4.17071 -3.44674
H -5.95800 -1.40813 -3.63111
H -5.49964 -3.09542 -3.91238
H -4.91065 -1.81824 -4.98787
C 0.57686 -6.23257 -0.94780
C 1.83050 -5.78368 -0.18854
N 1.63903 -4.65139 0.69252
C 1.02806 -4.89018 1.98101
C -0.48651 -4.67446 1.98468
C 1.77009 -3.34275 0.23407
C 2.12521 -3.15954 -1.21225
N 1.62408 -2.30175 0.95547
H 0.84451 -6.84085 -1.81457
H 0.01428 -5.36759 -1.29971
H -0.08383 -6.82686 -0.31339
H 2.62776 -5.54700 -0.89082
H 2.19867 -6.61350 0.42358
H 1.49582 -4.24372 2.73078
H 1.26902 -5.91574 2.27522
H -0.72593 -3.70051 1.55254
H -0.88959 -4.71851 3.00059
H -0.99069 -5.43434 1.38645
H 3.20409 -3.25245 -1.35961
H 1.85020 -2.14683 -1.48896
H 1.61075 -3.86563 -1.86563
H 1.41811 -2.51372 1.93026
S -1.06943 -1.08139 -0.12651
*
```

- DFT total energy (eV) = -214994.1994
- expectation value of S² = 0.759
- maximum force (eV/A) = 1.4
- HOMO (alpha / beta) (eV) = -1.4579 / -1.6723
- gap between HOMO and LUMO (alpha / beta) (eV) = 5.435 / 5.651

Results of the Löwdin charge analysis, in e, for atoms 1 through 4: atom 1 (V): 0.2044, atom 2 (C): -0.1030, atom 3 (O): -0.1790, atom 4 (C): -0.2263


(2)
Molecular formula: C11H15BrN2O
Method: DFT, ωB97M-V/def2-TZVPD

```
! RIJCOSX wB97M-V def2-TZVPD def2/J DEFGRID3
* xyz 0 1
C -1.97224 0.77732 -1.61066
C -1.19236 -0.25648 -1.39831
C -2.22365 1.49117 -0.32035
C 1.24197 0.91225 2.59457
C 0.27048 -0.36348 2.22499
C -0.83874 -1.32544 -3.74596
C 0.47289 -0.87488 -3.31560
C 0.53291 2.26738 2.54657
C 0.20183 -0.87616 0.77046
C -0.56814 -1.29344 -2.22752
C 0.03722 2.73548 1.25543
N -0.80266 -0.13379 0.00145
N -1.52405 0.76531 0.59204
O -2.99994 2.39163 -0.10596
Br 1.22283 2.46739 -0.19220
H -2.56850 0.92836 -2.52745
H 1.51108 0.53369 3.50661
H 2.12688 0.68815 2.06371
H 0.65917 -1.17429 2.73500
H -0.75566 -0.01720 2.40854
H -1.54665 -0.63006 -4.21746
H -0.75983 -2.30198 -4.36411
H 1.34902 -1.45008 -3.32171
H 0.70661 0.20183 -3.40559
H -0.27616 2.25928 3.20729
H 1.21784 3.01223 2.97721
H 1.12383 -0.75642 0.13615
H -0.06189 -1.99051 0.89952
H -0.32193 -2.39094 -1.81406
H -0.76296 3.51750 1.04052
*
```

- DFT total energy (eV) = -86714.8099
- maximum force (eV/A) = 4.4
- HOMO (alpha / beta) (eV) = -8.0477 / -7.4452
- gap between HOMO and LUMO (alpha / beta) (eV) = 8.511 / 6.542

Results of the natural (NBO) charge analysis, in e, for atoms 1 through 4: atom 1 (C): -0.3475, atom 2 (C): 0.1534, atom 3 (C): 0.5468, atom 4 (C): -0.3934


(3)
Molecular formula: C5H6N
Method: DFT, ωB97M-V/def2-TZVPD

```
! RIJCOSX wB97M-V def2-TZVPD def2/J DEFGRID3
* xyz 1 1
C 1.00309 -0.64089 0.13695
C -0.40412 -0.04863 0.32152
C -0.63342 1.35220 0.46219
C -1.43238 1.64162 -0.56192
C -1.85044 0.73482 -1.50505
N -1.19483 -0.13468 -0.86408
H 1.75332 0.14142 0.23738
H 1.08536 -1.08595 -0.84982
H 1.20036 -1.40613 0.88140
H -0.93962 -0.63428 1.08283
H -0.29339 2.05717 1.20282
H -2.44166 0.68241 -2.39623
*
```

- DFT total energy (eV) = -6759.4551
- maximum force (eV/A) = 4.7
- structure (SMILES) = C[C@H]1C=C2C=[N+]21
- HOMO (eV) = -15.8968
- gap between HOMO and LUMO (eV) = 9.267

Results of the natural (NBO) charge analysis, in e, for atoms 1 through 4: atom 1 (C): -0.5963, atom 2 (C): -0.1410, atom 3 (C): -0.1826, atom 4 (C): 0.2920


(4)
Molecular formula: C9H14Cl2NO3
Method: DFT, ωB97M-V/def2-TZVPD

```
! RIJCOSX wB97M-V def2-TZVPD def2/J DEFGRID3
* xyz 1 1
C 0.86131 -2.39427 0.71277
O 0.32684 -1.03881 0.78612
C -0.57146 -0.73132 -0.19179
O 0.08656 -0.66635 -1.45456
C -0.81537 -0.47873 -2.52853
C -1.18747 0.62956 0.16532
N -0.42578 1.68322 0.77677
C -0.13659 1.30209 2.19380
C 0.87586 2.07010 0.04476
C -2.50404 0.63529 -0.03798
Cl -3.47864 2.02712 0.02731
C -2.99384 -0.68176 -0.54706
O -4.07492 -0.87824 -1.01670
C -1.83796 -1.63370 -0.25384
Cl -2.25889 -2.30930 1.39453
H 1.27556 -2.72560 1.67009
H 1.77005 -2.60452 0.03662
H 0.07958 -3.02345 0.59483
H -0.11704 -0.53541 -3.33651
H -1.48609 0.38634 -2.56684
H -1.42533 -1.27800 -2.72921
H -0.94896 2.47031 0.64960
H 0.41709 0.46672 2.33053
H 0.20338 1.99852 2.84775
H -1.06781 1.11899 2.59184
H 1.27695 1.08143 -0.12144
H 0.50911 2.50426 -0.81726
H 1.40762 2.69171 0.60861
H -1.89376 -2.60900 -0.73090
*
```

- DFT total energy (eV) = -42227.2906
- maximum force (eV/A) = 5.4
- structure (SMILES) = COC1(OC)C([NH+](C)C)=C(Cl)C(=O)[C@@H]1Cl
- HOMO (eV) = -13.8285
- gap between HOMO and LUMO (eV) = 9.584

Results of the natural (NBO) charge analysis, in e, for atoms 1 through 4: atom 1 (C): -0.2713, atom 2 (O): -0.5460, atom 3 (C): 0.5085, atom 4 (O): -0.5154


(5)
Molecular formula: C5H9P
Method: DFT, ωB97M-V/def2-TZVPD

```
! RIJCOSX wB97M-V def2-TZVPD def2/J DEFGRID3
* xyz 0 1
C -0.80692 -0.22577 0.59233
C -1.93443 0.10047 1.18064
C 0.55692 0.22095 0.29831
C 1.50929 0.73715 1.34312
C 0.03988 -1.36028 -1.95442
P 0.10977 -1.54834 -0.10669
H -2.74953 -0.67086 1.27938
H -2.18890 0.99693 1.80724
H 1.07316 0.98896 -0.87100
H 1.21354 1.70966 1.63870
H 2.39041 0.79209 0.72740
H 1.54221 0.07653 2.17152
H -0.81546 -2.04356 -2.33601
H 1.02398 -1.86397 -2.41923
H -0.17798 -0.36895 -2.32734
*
```

- DFT total energy (eV) = -14615.6765
- maximum force (eV/A) = 4.6
- HOMO (eV) = -8.9679
- gap between HOMO and LUMO (eV) = 9.439

Results of the natural (NBO) charge analysis, in e, for atoms 1 through 4: atom 1 (C): -0.3673, atom 2 (C): -0.3333, atom 3 (C): -0.3820, atom 4 (C): -0.6297


(6)
Molecular formula: C5H10NO2S
Method: DFT, ωB97M-V/def2-TZVPD

```
! RIJCOSX wB97M-V def2-TZVPD def2/J DEFGRID3
* xyz -1 1
N 2.15928 -0.79715 0.62180
C 1.42824 0.45319 0.32025
C -0.03467 0.38027 0.83039
C -1.17176 0.71576 -0.16167
C -2.30958 -0.31436 0.01750
S -1.77871 -1.93991 -0.65036
C 1.59111 0.68666 -1.18302
O 1.08645 -0.16632 -1.96910
O 2.23967 1.68712 -1.53676
H 2.00819 -1.46267 -0.12527
H 1.87754 -1.17657 1.51401
H 1.96080 1.23039 0.86045
H -0.13238 1.06243 1.67894
H -0.20237 -0.60843 1.25610
H -1.60656 1.66787 0.14319
H -0.91204 0.67877 -1.21415
H -2.63026 -0.38292 1.05271
H -3.11626 -0.01709 -0.64717
H -0.45671 -1.69704 -0.80785
*
```

- DFT total energy (eV) = -21768.9670
- maximum force (eV/A) = 1.6
- structure (SMILES) = N[C@H](CCCS)C(=O)[O-]
- HOMO (eV) = -4.2798
- gap between HOMO and LUMO (eV) = 7.554

Results of the natural (NBO) charge analysis, in e, for atoms 1 through 4: atom 1 (N): -0.8457, atom 2 (C): -0.1545, atom 3 (C): -0.4207, atom 4 (C): -0.4182


(7)
Molecular formula: C8H11N2O2S
Method: DFT, ωB97M-V/def2-TZVPD

```
! RIJCOSX wB97M-V def2-TZVPD def2/J DEFGRID3
* xyz 1 1
C 0.17622 1.69762 0.56247
C 1.04074 1.45821 -0.44514
C 0.74754 -0.44418 0.68104
C -3.33700 -0.81102 1.22785
C -2.50119 0.21517 1.24283
C 2.01768 -0.64241 -1.45251
C 2.95785 0.18307 -2.28905
C -1.16819 0.25542 2.09653
N -0.05199 0.44999 1.20274
N 1.41206 0.10514 -0.40068
O 1.80364 -1.81645 -1.64727
O -1.15089 -1.18906 -0.93813
S -0.77800 -2.60247 -1.04781
H -0.39166 2.63153 0.72250
H 1.27007 2.05880 -1.31126
H 0.69496 -1.51497 0.83258
H -4.33196 -0.85890 0.72568
H -3.04288 -1.78311 1.62189
H -2.94894 1.12839 0.85139
H 3.71330 0.83865 -1.62632
H 2.56689 0.78169 -3.10549
H 3.53602 -0.54581 -2.80763
H -1.05561 -0.65451 2.54956
H -1.17866 1.05921 2.75424
*
```

- DFT total energy (eV) = -26374.9335
- maximum force (eV/A) = 4.0
- HOMO (alpha / beta) (eV) = -12.3702 / -12.3463
- gap between HOMO and LUMO (alpha / beta) (eV) = 7.711 / 7.665

Results of the natural (NBO) charge analysis, in e, for atoms 1 through 4: atom 1 (C): -0.0603, atom 2 (C): -0.0096, atom 3 (C): 0.3259, atom 4 (C): -0.3248


(8)
Molecular formula: C6H13N2
Method: DFT, ωB97M-V/def2-TZVPD

```
! RIJCOSX wB97M-V def2-TZVPD def2/J DEFGRID3
* xyz 1 1
C -1.84241 -0.44312 -1.13290
N -0.70716 -0.11206 -0.06537
C -1.27890 0.25227 1.22322
C 0.11572 -1.29957 0.09734
C 1.43075 -1.28776 -0.03536
C 2.08575 0.03331 -0.20037
C 1.24933 1.18120 0.26382
N -0.00473 1.02037 -0.52156
H -2.89548 -0.17938 -0.86777
H -1.54878 0.00200 -2.05841
H -1.76792 -1.50931 -1.29298
H -1.91991 1.14897 1.04337
H -1.55584 -0.73511 1.72668
H -0.45193 0.65686 1.81713
H -0.39781 -2.19456 0.26787
H 1.96972 -2.16370 -0.28932
H 3.01625 0.20859 0.33233
H 2.38457 0.16864 -1.32638
H 1.20792 1.17235 1.36290
H 1.50387 2.23333 0.13928
H -0.59301 1.84669 -0.48353
*
```

- DFT total energy (eV) = -9403.5234
- maximum force (eV/A) = 3.6
- structure (SMILES) = C[N+]1(C)C=CCCN1
- HOMO (eV) = -14.3018
- gap between HOMO and LUMO (eV) = 11.564

Results of the natural (NBO) charge analysis, in e, for atoms 1 through 4: atom 1 (C): -0.3932, atom 2 (N): -0.0927, atom 3 (C): -0.4263, atom 4 (C): -0.0906


- Among the records above, which one has the lowest DFT total energy?
  C32H54AsN4O2S5SbSi3V